39
Properties=species:S:1:pos:R:3 method="wB97M-V/def2-TZVPD" e_above_lowest_kcal_mol=44.7 smiles="CCOc1ccc(CNc2ccc(S(N)(=O)=O)cc2)cc1" homo_energy_ev=-8.13 lumo_ev=0.676
C 1.044 -2.826 -7.005
C 1.005 -2.828 -5.485
O 1.121 -1.486 -5.051
C 1.122 -1.218 -3.722
C 1.249 0.130 -3.374
C 1.264 0.511 -2.051
C 1.155 -0.434 -1.035
C 1.131 0.000 0.404
N -0.205 0.448 0.746
C -0.547 1.011 1.936
C 0.325 1.018 3.035
C -0.075 1.567 4.236
C -1.337 2.114 4.358
S -1.852 2.779 5.913
N -2.508 1.406 6.658
O -0.706 3.176 6.683
O -2.923 3.716 5.718
C -2.215 2.121 3.289
C -1.825 1.578 2.086
C 1.023 -1.768 -1.385
C 1.009 -2.166 -2.711
H 0.955 -3.843 -7.378
H 0.226 -2.229 -7.396
H 1.981 -2.399 -7.351
H 0.057 -3.257 -5.130
H 1.834 -3.427 -5.084
H 1.338 0.856 -4.166
H 1.366 1.557 -1.799
H 1.857 0.810 0.562
H 1.404 -0.840 1.054
H -0.827 0.606 -0.031
H 1.312 0.595 2.944
H 0.585 1.593 5.088
H -2.010 1.181 7.504
H -3.492 1.526 6.838
H -3.186 2.571 3.418
H -2.498 1.582 1.241
H 0.932 -2.516 -0.611
H 0.908 -3.215 -2.941



130
Properties=species:S:1:pos:R:3 method="wB97M-V/def2-TZVPD" homo_energy_ev="-8.68 / -8.16" spin_multiplicity=6 lumo_ev="-1.850 / -1.898"
Fe -2.644 0.488 -1.389
C 1.300 0.085 -0.206
C 0.423 1.348 -0.166
C 1.127 2.514 -0.843
O -0.781 0.984 -0.731
H 2.325 0.192 0.148
H 1.336 -0.443 -1.159
H 0.946 -0.590 0.574
H 0.188 1.697 0.840
H 0.523 3.422 -0.863
H 1.363 2.376 -1.898
H 2.069 2.630 -0.307
C -2.876 4.152 0.397
C -3.847 2.897 0.555
C -5.301 3.408 0.708
O -3.722 1.942 -0.461
H -3.059 4.950 1.117
H -3.176 4.747 -0.466
H -1.837 3.874 0.215
H -3.611 2.424 1.508
H -5.121 3.921 1.653
H -5.979 2.575 0.893
H -5.681 3.944 -0.161
C -1.659 -3.221 -3.559
C -1.179 -1.774 -3.293
C -0.919 -1.028 -4.510
O -2.200 -1.015 -2.613
H -1.035 -3.561 -4.386
H -2.696 -3.241 -3.896
H -1.695 -3.862 -2.679
H -0.226 -1.768 -2.764
H 0.099 -1.032 -4.898
H -0.788 0.047 -4.389
H -1.748 -1.124 -5.211
Cl 3.286 2.143 -4.101
C 3.232 3.930 -4.367
C 4.406 4.665 -3.653
Cl 6.031 4.425 -4.281
H 2.322 4.276 -3.876
H 3.026 4.146 -5.415
H 4.445 4.367 -2.605
H 4.260 5.744 -3.628
Cl 0.538 -6.013 -1.742
C 0.830 -5.030 -0.297
C -0.310 -4.138 0.048
Cl -0.036 -3.036 1.391
H 1.798 -4.547 -0.426
H 0.939 -5.739 0.524
H -1.171 -4.783 0.223
H -0.389 -3.486 -0.822
Cl 5.535 2.416 2.943
C 4.295 2.183 1.687
C 4.965 2.289 0.320
Cl 5.232 3.968 0.009
H 3.664 3.033 1.948
H 3.768 1.240 1.828
H 4.363 1.975 -0.533
H 5.795 1.591 0.217
C -0.639 6.098 -4.294
C -0.646 5.322 -3.149
C -1.397 4.103 -3.084
C -1.939 3.595 -4.236
C -1.845 4.315 -5.469
C -1.229 5.567 -5.413
C -2.342 3.749 -6.721
O -2.122 4.322 -7.796
C -3.010 2.442 -6.705
C -3.603 1.863 -7.853
C -4.331 0.655 -7.753
C -4.461 0.027 -6.565
C -3.892 0.583 -5.441
C -3.163 1.753 -5.470
C -2.593 2.271 -4.160
O -2.733 1.680 -3.067
H -0.197 7.082 -4.246
H -0.033 5.448 -2.270
H -1.472 3.564 -2.152
H -1.192 6.266 -6.235
H -3.555 2.403 -8.787
H -4.789 0.249 -8.642
H -5.110 -0.835 -6.524
H -4.032 -0.065 -4.589
C 1.744 -1.509 4.094
C 2.675 -1.584 3.092
C 4.006 -1.610 3.343
C 4.465 -1.533 4.666
C 3.549 -1.571 5.713
C 2.164 -1.604 5.419
C 4.054 -1.729 7.213
O 3.288 -1.795 8.173
C 5.468 -2.183 7.331
C 5.854 -2.732 8.626
C 7.162 -3.061 8.822
C 8.102 -2.808 7.860
C 7.745 -2.437 6.573
C 6.397 -2.070 6.315
C 5.893 -1.509 4.987
O 6.732 -1.075 4.155
H 0.710 -1.552 3.786
H 2.319 -1.649 2.075
H 4.717 -1.559 2.532
H 1.375 -1.649 6.155
H 5.098 -3.123 9.290
H 7.481 -3.561 9.724
H 9.121 -3.133 8.012
H 8.419 -2.303 5.739
C -3.867 -5.092 -0.817
C -4.078 -5.985 0.161
C -4.224 -5.487 1.513
C -3.890 -4.167 1.857
C -3.545 -3.251 0.813
C -3.641 -3.757 -0.544
C -3.145 -1.769 1.117
O -2.994 -0.890 0.251
C -2.974 -1.501 2.572
C -2.362 -0.274 3.031
C -2.229 -0.036 4.408
C -2.616 -1.003 5.366
C -3.132 -2.213 4.964
C -3.260 -2.528 3.574
C -3.639 -3.912 3.285
O -3.772 -4.788 4.146
H -3.920 -5.357 -1.863
H -4.228 -6.995 -0.191
H -4.475 -6.240 2.246
H -3.473 -3.069 -1.360
H -1.948 0.489 2.388
H -1.768 0.900 4.685
H -2.429 -0.859 6.420
H -3.346 -2.914 5.757



62
Properties=species:S:1:pos:R:3 method="wB97M-V/def2-TZVPD" e_above_lowest_kcal_mol=73.3 smiles="COc1cc([C@H](Nc2ccc3c(c2)OCO3)C(=O)NC2CCCCC2)cc(OC)c1OC" homo_energy_ev=-7.54 lumo_ev=0.665
C -5.854 -2.350 -1.982
O -4.461 -2.204 -2.154
C -3.668 -1.725 -1.165
C -2.311 -1.702 -1.496
C -1.353 -1.246 -0.613
C 0.092 -1.164 -1.029
N 0.965 -1.579 0.049
C 2.316 -1.809 -0.162
C 2.999 -1.264 -1.247
C 4.372 -1.435 -1.407
C 5.039 -2.162 -0.455
C 4.363 -2.713 0.633
C 3.013 -2.557 0.803
O 5.252 -3.391 1.428
C 6.510 -3.253 0.802
O 6.377 -2.480 -0.368
C 0.330 0.316 -1.415
O 0.082 0.733 -2.525
N 0.773 1.063 -0.394
C 1.120 2.462 -0.510
C 0.407 3.276 0.570
C 0.767 4.753 0.443
C 2.277 4.947 0.545
C 2.992 4.131 -0.529
C 2.635 2.653 -0.404
C -1.748 -0.838 0.654
C -3.085 -0.869 1.015
O -3.403 -0.429 2.282
C -4.068 -1.366 3.112
C -4.069 -1.275 0.100
O -5.411 -1.229 0.458
C -5.918 0.083 0.631
H -6.195 -2.872 -2.877
H -6.093 -2.943 -1.097
H -6.359 -1.383 -1.918
H -2.040 -2.031 -2.486
H 0.245 -1.761 -1.940
H 0.535 -2.235 0.685
H 2.464 -0.695 -1.989
H 4.890 -1.012 -2.252
H 2.504 -2.992 1.647
H 6.902 -4.251 0.544
H 7.211 -2.758 1.494
H 1.016 0.587 0.463
H 0.777 2.778 -1.501
H -0.672 3.139 0.478
H 0.712 2.909 1.554
H 0.418 5.127 -0.522
H 0.264 5.325 1.226
H 2.524 6.004 0.433
H 2.619 4.626 1.532
H 4.072 4.258 -0.437
H 2.694 4.491 -1.516
H 3.129 2.076 -1.188
H 2.978 2.270 0.561
H -1.035 -0.485 1.382
H -3.420 -2.226 3.314
H -5.002 -1.720 2.673
H -4.275 -0.842 4.043
H -5.367 0.635 1.396
H -5.876 0.644 -0.310
H -6.956 -0.037 0.938



31
Properties=species:S:1:pos:R:3 method="wB97M-V/def2-TZVPD" e_above_lowest_kcal_mol=90.8 smiles="CCC(C)(C)/[NH+]=[NH+]/[C@H](C)NN" charge=+2 homo_energy_ev="-18.82 / -18.19" lumo_ev="-10.197 / -10.620"
C 2.184 -2.090 1.501
C 1.317 -1.407 0.446
C 0.819 -0.016 0.860
C 1.960 1.024 0.783
C 0.199 0.022 2.257
N -0.194 0.480 -0.062
N -0.235 0.175 -1.341
C -1.506 0.345 -2.056
C -1.539 1.593 -2.930
N -2.568 0.377 -1.088
N -2.297 -0.210 0.111
H 3.064 -1.499 1.744
H 2.535 -3.041 1.110
H 1.633 -2.286 2.416
H 0.460 -2.060 0.252
H 1.916 -1.330 -0.466
H 2.348 1.119 -0.229
H 1.646 1.999 1.143
H 2.764 0.674 1.429
H -0.524 -0.780 2.384
H -0.285 0.975 2.454
H 0.975 -0.102 3.005
H -0.524 1.423 0.168
H 0.333 -0.635 -1.598
H -1.607 -0.540 -2.702
H -1.407 2.499 -2.343
H -2.487 1.648 -3.458
H -0.751 1.546 -3.678
H -3.096 1.246 -1.040
H -2.913 0.079 0.870
H -2.220 -1.228 0.058



72
Properties=species:S:1:pos:R:3 method="wB97M-V/def2-TZVPD" e_above_lowest_kcal_mol=0.0 homo_energy_ev=-9.25 lumo_ev=0.457
C 2.008 3.700 3.987
C 1.076 3.292 3.349
C -0.090 2.833 2.614
Si 0.000 1.043 2.017
C 1.547 0.682 0.937
O 2.339 1.870 0.819
C 3.713 1.662 0.804
O 4.263 2.369 1.894
C 5.590 1.927 2.174
C 5.609 0.918 3.328
O 5.686 -0.434 2.933
C -0.247 -0.214 3.397
Cl -1.867 -0.896 3.532
C 0.685 -0.606 4.243
C 2.100 -0.104 4.185
Cl 0.332 -1.768 5.495
H 2.862 4.092 4.455
H -0.278 3.509 1.784
H -0.944 2.883 3.292
H -1.145 0.866 1.096
H 2.097 -0.177 1.322
H 1.202 0.425 -0.067
H 4.101 2.124 -0.112
H 3.995 0.605 0.807
H 6.176 2.792 2.480
H 6.060 1.527 1.274
H 6.498 1.111 3.923
H 4.753 1.141 3.969
H 4.963 -0.643 2.341
H 2.625 -0.567 3.356
H 2.165 0.980 4.147
H 2.585 -0.411 5.107
C 1.108 0.528 -5.977
C 0.168 0.561 -4.776
C -0.623 1.863 -4.659
C 0.227 3.119 -4.455
C 1.137 3.088 -3.228
C 0.374 2.980 -1.912
H 1.870 1.306 -5.914
H 1.624 -0.432 -6.032
H 0.554 0.666 -6.908
H 0.736 0.377 -3.859
H -0.542 -0.266 -4.865
H -1.339 1.769 -3.837
H -1.222 1.996 -5.565
H -0.443 3.981 -4.378
H 0.840 3.294 -5.344
H 1.728 4.007 -3.214
H 1.854 2.266 -3.306
H -0.316 3.818 -1.792
H 1.068 2.992 -1.069
H -0.199 2.052 -1.853
C -6.669 -4.544 -0.745
C -5.203 -4.746 -1.116
C -4.295 -4.964 0.093
C -4.236 -3.793 1.076
C -3.785 -2.465 0.470
C -2.366 -2.505 -0.088
H -6.811 -3.653 -0.132
H -7.277 -4.425 -1.643
H -7.052 -5.404 -0.192
H -4.852 -3.895 -1.706
H -5.125 -5.621 -1.767
H -3.286 -5.197 -0.259
H -4.635 -5.852 0.636
H -3.555 -4.059 1.891
H -5.217 -3.654 1.539
H -3.830 -1.698 1.248
H -4.480 -2.146 -0.312
H -1.650 -2.776 0.692
H -2.082 -1.526 -0.479
H -2.273 -3.223 -0.904



no.,electronic energy (Eh)
1,-1315.80193
2,-6908.13960
3,-1493.46046
4,-496.99204
5,-2300.13209